Arrangement i

# C17H27N5O3

C17H27N5O3 in the gas phase (wB97M-V/def2-TZVPD, OMol25).

- E_LUMO (eV) = 0.71
- orbital gap (eV) = 9.9
- SMILES string = CCCCn1cc([C@]2(C)COCCN2C(=O)[C@@H]2ON=C(C)[C@H]2C)nn1
- HOMO level (eV) = -9.139

The geometry in XYZ format:
```
52
Properties=species:S:1:pos:R:3:lowdin_charge:R:1
C -4.582 -1.470 3.906 -0.12
C -4.097 -2.134 2.624 -0.28
C -3.007 -1.327 1.932 -0.21
C -2.526 -1.999 0.654 -0.14
N -1.496 -1.223 -0.014 -0.14
C -0.175 -1.177 0.249 0.02
C 0.299 -0.183 -0.568 -0.22
C 1.707 0.297 -0.806 -0.37
C 1.711 1.710 -1.400 -0.02
C 2.375 -0.569 -1.893 -0.15
O 2.767 -1.852 -1.470 -0.10
C 3.758 -1.706 -0.478 -0.18
C 3.166 -1.073 0.757 -0.12
N 2.494 0.200 0.452 0.06
C 2.121 1.017 1.485 -0.36
O 1.291 1.898 1.374 0.09
C 2.810 0.790 2.836 -0.20
O 2.347 -0.462 3.381 -0.10
N 2.141 -0.302 4.763 0.13
C 2.220 0.930 5.059 -0.31
C 2.019 1.402 6.456 -0.02
C 2.453 1.834 3.879 -0.26
C 3.505 2.915 4.074 -0.04
N -0.743 0.293 -1.292 0.08
N -1.826 -0.331 -0.945 0.05
H -5.362 -2.058 4.390 0.07
H -3.763 -1.351 4.617 0.07
H -4.989 -0.478 3.700 0.07
H -3.720 -3.137 2.849 0.11
H -4.938 -2.269 1.937 0.11
H -3.378 -0.329 1.683 0.12
H -2.158 -1.190 2.609 0.12
H -2.118 -2.989 0.864 0.13
H -3.342 -2.111 -0.059 0.13
H 0.285 -1.810 0.987 0.13
H 1.405 1.653 -2.445 0.09
H 1.030 2.372 -0.881 0.08
H 2.722 2.116 -1.350 0.10
H 1.661 -0.690 -2.705 0.14
H 3.255 -0.030 -2.272 0.13
H 4.132 -2.700 -0.235 0.13
H 4.589 -1.102 -0.868 0.13
H 2.469 -1.779 1.213 0.12
H 3.960 -0.899 1.481 0.12
H 3.900 0.736 2.713 0.15
H 1.191 2.112 6.498 0.09
H 1.805 0.561 7.111 0.08
H 2.910 1.918 6.819 0.08
H 1.501 2.300 3.607 0.15
H 3.211 3.614 4.857 0.08
H 4.470 2.482 4.347 0.09
H 3.632 3.486 3.154 0.09
```

Arrangement ii

# C17H27N5O3

C17H27N5O3 in the gas phase (wB97M-V/def2-TZVPD, OMol25).

- E_LUMO (eV) = 0.41
- orbital gap (eV) = 9.6
- SMILES string = CCOC(CNC(=O)CCc1c(C)nc2nc(C)nn2c1C)OCC
- HOMO level (eV) = -9.182

The geometry in XYZ format:
```
52
Properties=species:S:1:pos:R:3:lowdin_charge:R:1
C -3.211 -1.136 3.084 -0.06
C -2.763 0.305 2.873 -0.24
O -2.015 0.432 1.664 -0.11
C -0.712 0.910 1.781 -0.38
C 0.241 -0.054 2.531 -0.06
N 0.822 -1.048 1.663 0.09
C 0.425 -2.342 1.643 -0.49
O -0.414 -2.789 2.396 0.06
C 1.150 -3.197 0.615 -0.08
C 0.482 -3.111 -0.770 -0.12
C 0.463 -1.707 -1.308 -0.13
C -0.729 -0.928 -1.282 -0.26
C -2.024 -1.485 -0.796 -0.01
N -0.768 0.323 -1.679 0.19
C 0.344 0.880 -2.121 -0.34
N 0.577 2.107 -2.545 0.18
C 1.878 2.100 -2.880 -0.41
C 2.575 3.288 -3.419 -0.02
N 2.494 0.940 -2.688 0.14
N 1.535 0.151 -2.201 -0.01
C 1.616 -1.135 -1.807 -0.18
C 2.949 -1.790 -1.957 0.00
O -0.621 2.151 2.423 -0.10
C -0.934 3.280 1.619 -0.23
C -2.416 3.437 1.306 -0.06
H -2.359 -1.811 3.095 0.05
H -3.744 -1.219 4.028 0.08
H -3.875 -1.436 2.277 0.08
H -2.165 0.662 3.718 0.12
H -3.640 0.956 2.779 0.12
H -0.378 1.008 0.733 0.14
H -0.304 -0.589 3.310 0.12
H 1.032 0.545 2.988 0.14
H 1.465 -0.720 0.960 0.14
H 1.107 -4.231 0.958 0.13
H 2.194 -2.891 0.553 0.11
H 1.029 -3.764 -1.455 0.11
H -0.534 -3.492 -0.688 0.11
H -2.769 -0.697 -0.832 0.09
H -1.933 -1.826 0.233 0.07
H -2.346 -2.318 -1.419 0.09
H 3.625 3.057 -3.571 0.07
H 2.471 4.121 -2.727 0.08
H 2.120 3.580 -4.363 0.08
H 3.525 -1.710 -1.034 0.09
H 2.847 -2.842 -2.209 0.08
H 3.504 -1.273 -2.737 0.08
H -0.575 4.131 2.205 0.12
H -0.365 3.223 0.680 0.12
H -2.991 3.494 2.228 0.08
H -2.566 4.350 0.737 0.08
H -2.767 2.593 0.718 0.07
```

Which one sits at the bottom of the stability order? arrangement i does.

Arrangement i

# C2H2N3S2

2 unconnected molecules or ions with the total composition C2H2N3S2 (wB97M-V/def2-TZVPD, OMol25).

- E_LUMO (alpha / beta) (eV) = -7.63 / -7.62
- orbital gap (alpha / beta) (eV) = 7.3 / 7.3
- charge = +1
- HOMO level (alpha / beta) (eV) = -14.902 / -14.904

The geometry in XYZ format:
```
9
Properties=species:S:1:pos:R:3:lowdin_charge:R:1
C 1.471 0.129 -0.573 -0.53
C 0.940 1.197 -0.690 0.08
N -2.071 1.323 0.488 0.12
N -0.553 -1.253 0.688 -0.35
N -0.992 1.459 0.580 0.02
S 1.857 -1.490 -0.754 0.75
S 0.301 -2.397 0.196 0.81
H 0.636 2.153 -0.649 0.02
H -1.588 -1.121 0.714 0.07
```

Arrangement ii

# C2H2N3S2

2 unconnected molecules or ions with the total composition C2H2N3S2 (wB97M-V/def2-TZVPD, OMol25).

- E_LUMO (eV) = -7.34
- orbital gap (eV) = 5.7
- charge = +1
- HOMO level (eV) = -13.002

The geometry in XYZ format:
```
9
Properties=species:S:1:pos:R:3:lowdin_charge:R:1
C -1.518 -1.913 1.943 0.36
C -0.787 -0.985 2.197 -0.04
N 1.038 0.627 2.088 0.44
N 0.772 2.005 -3.438 -0.34
N 0.145 -0.078 2.097 0.07
S 0.995 0.048 -1.150 0.02
S 1.182 0.565 -3.017 0.41
H -2.194 -2.728 1.928 0.10
H 0.367 2.458 -2.648 -0.03
```

Which one sits at the bottom of the stability order? arrangement ii does.

Arrangement i

# C3H8N2OS

C3H8N2OS in the gas phase (wB97M-V/def2-TZVPD, OMol25).

- E_LUMO (alpha / beta) (eV) = -0.07 / 0.18
- orbital gap (alpha / beta) (eV) = 8.3 / 8.0
- HOMO level (alpha / beta) (eV) = -8.394 / -7.843

The geometry in XYZ format:
```
15
Properties=species:S:1:pos:R:3:lowdin_charge:R:1
C -1.566 0.341 -0.286 -0.37
C -2.381 0.589 0.919 0.02
C -0.432 -0.649 -0.182 -0.31
N 2.161 -0.469 0.775 -0.33
N 3.152 -0.467 -0.101 -0.02
O 1.120 1.183 -0.807 -0.55
S 0.865 0.449 0.512 0.91
H -2.277 0.025 -1.041 0.12
H -1.158 1.232 -0.714 0.08
H -3.176 1.330 0.693 0.06
H -2.758 -0.174 1.635 0.06
H -0.673 -1.332 0.518 0.04
H 0.040 -1.226 -0.979 0.10
H 4.066 -0.890 0.035 0.11
H 3.017 0.058 -0.978 0.09
```

Arrangement ii

# C3H8N2OS

C3H8N2OS in the gas phase (wB97M-V/def2-TZVPD, OMol25).

- E_LUMO (eV) = 0.68
- orbital gap (eV) = 9.9
- SMILES string = NC(=O)[C@H](N)CS
- HOMO level (eV) = -9.209

The geometry in XYZ format:
```
15
Properties=species:S:1:pos:R:3:lowdin_charge:R:1
N 2.506 0.873 0.023 0.15
C 1.158 1.122 0.025 -0.50
O 0.728 2.242 0.206 0.05
C 0.271 -0.158 0.234 -0.40
N 0.963 -1.295 -0.334 0.03
C -1.129 0.172 -0.318 -0.51
S -2.302 -1.154 0.126 0.70
H 3.105 0.077 0.116 0.09
H 2.987 1.766 -0.001 0.11
H 0.219 -0.261 1.316 0.14
H 0.515 -2.129 0.053 0.07
H 0.714 -1.455 -1.306 0.08
H -1.563 1.117 -0.012 0.07
H -1.051 0.138 -1.412 0.08
H -1.701 -2.137 -0.575 -0.16
```

Arrangement iii

# C3H8N2OS

C3H8N2OS in the gas phase (wB97M-V/def2-TZVPD, OMol25).

- E_LUMO (eV) = 0.77
- orbital gap (eV) = 9.7
- SMILES string = [H]/N=C(/NOC)SC
- HOMO level (eV) = -8.980

The geometry in XYZ format:
```
15
Properties=species:S:1:pos:R:3:lowdin_charge:R:1
H -2.234 -0.904 -2.690 0.04
N -2.258 -0.466 -1.768 0.07
C -1.135 -0.398 -1.161 -0.73
N -1.167 0.101 0.215 -0.03
O -0.323 1.222 0.468 -0.20
C 0.215 1.049 1.787 -0.12
S 0.377 -0.913 -1.876 0.91
C 1.649 -0.772 -0.647 -0.43
H -2.139 0.301 0.453 0.12
H 0.658 0.036 1.980 0.08
H -0.546 1.128 2.587 0.08
H 1.027 1.827 1.897 0.10
H 1.427 -1.337 0.255 0.03
H 1.868 0.257 -0.379 0.03
H 2.580 -1.131 -1.121 0.04
```

Which one sits at the bottom of the stability order? arrangement i does.